Entry 1:
ORCA calculation (wB97M-V/def2-TZVPD) on a molecular structure, C3H4O2 in a non-equilibrium geometry.

Computed properties:
2S+1: 3
HOMO-LUMO gap (alpha / beta): 5.84 / 10.04 eV
HOMO level (alpha / beta): -5.0 / -11.5 eV
<S²>: 2.01

Last column: natural (NBO) charge in e.
Element x y z (Å)
C 0.50910 0.72208 -0.24297  -0.18
C 1.26193 -0.36255 -0.42349  -0.03
C -0.58500 -0.18313 0.29272  0.30
O 0.39351 -1.27410 0.05352  -0.41
O -1.71155 -0.10758 -0.45174  -0.66
H 0.60010 1.75181 -0.17460  0.19
H 2.23820 -0.71489 -0.83697  0.18
H -0.65563 -0.23106 1.33201  0.15
H -2.14189 -0.89140 -0.15791  0.47

=====

Entry 2:
ORCA calculation (wB97M-V/def2-TZVPD) on a single C3H4O2 molecule in a non-equilibrium geometry.

Computed properties:
2S+1: 3
HOMO-LUMO gap (alpha / beta): 5.41 / 8.11 eV
HOMO level (alpha / beta): -4.7 / -10.8 eV
<S²>: 2.01

Last column: natural (NBO) charge in e.
Element x y z (Å)
C -0.64667 1.98654 0.73133  -0.23
C -0.26732 0.88299 0.47480  0.01
C 0.16798 -0.54929 -0.10949  0.30
O 0.05547 -0.61589 -1.48472  -0.71
O -0.63738 -1.47418 0.55593  -0.71
H -0.94612 2.95549 1.00270  0.21
H 1.23343 -0.66523 0.12692  0.17
H -0.87608 -0.55349 -1.73030  0.48
H -0.23680 -2.34859 0.51394  0.48

=====

Entry 3:
ORCA calculation (wB97M-V/def2-TZVPD) on a molecular structure, C3H4O2 in a non-equilibrium geometry.

Computed properties:
2S+1: 3
HOMO-LUMO gap (alpha / beta): 6.16 / 9.58 eV
HOMO level (alpha / beta): -5.2 / -11.3 eV
<S²>: 2.01

Last column: natural (NBO) charge in e.
Element x y z (Å)
C -0.70516 0.50491 0.41844  -0.21
C 0.19204 1.20478 -0.31218  -0.05
C 0.22345 -0.62651 0.29622  0.32
O 1.14099 0.24032 -0.44632  -0.40
O 0.10205 -1.80395 -0.40744  -0.69
H -1.73289 0.67995 0.81510  0.22
H 0.40257 2.19918 -0.58441  0.18
H 0.87215 -0.65231 1.37038  0.16
H -0.49520 -1.74636 -1.14978  0.48

=====

Entry 4:
ORCA calculation (wB97M-V/def2-TZVPD) on a single C3H4O2S molecule in a non-equilibrium geometry.

Computed properties:
SMILES: O=C1COCS1
HOMO-LUMO gap: 10.21 eV
HOMO level: -9.6 eV

Last column: natural (NBO) charge in e.
Element x y z (Å)
O -1.13228 -1.04815 -1.95242  -0.54
C -0.71400 -0.41074 -0.98769  0.32
C 0.52416 -0.86138 -0.11740  -0.17
O 1.14812 0.31010 0.20541  -0.50
C 0.09060 1.18085 0.74724  -0.23
S -1.07576 1.17959 -0.58004  0.29
H 1.11423 -1.64603 -0.72338  0.24
H 0.07946 -1.46837 0.74253  0.18
H 0.32981 2.15445 1.10537  0.23
H -0.36434 0.60969 1.56038  0.19

=====

Entry 5:
ORCA calculation (wB97M-V/def2-TZVPD) on a single C3H4O2S molecule in a non-equilibrium geometry.

Computed properties:
SMILES: CC(=O)C(O)=S
HOMO-LUMO gap: 8.22 eV
HOMO level: -9.3 eV

Last column: natural (NBO) charge in e.
Element x y z (Å)
C -0.85197 0.44600 1.04974  -0.71
C 0.28789 -0.02644 0.24628  0.49
O 1.30358 -0.36386 0.83944  -0.53
C 0.25881 -0.21197 -1.23101  0.09
O 1.40549 -0.73626 -1.65219  -0.63
S -0.99047 0.12197 -2.18095  0.03
H -0.56828 0.44048 2.12441  0.24
H -1.15700 1.45581 0.73468  0.25
H -1.69393 -0.29072 0.94856  0.25
H 2.00588 -0.83501 -0.87896  0.51

=====

Entry 6:
ORCA calculation (wB97M-V/def2-TZVPD) on 2 unconnected molecules or ions with the total composition C3H4O2S in a non-equilibrium geometry.

Computed properties:
SMILES: O=C=S.CC=O
HOMO-LUMO gap: 10.67 eV
HOMO level: -10.0 eV

Last column: natural (NBO) charge in e.
Element x y z (Å)
O 2.23107 -2.36837 -0.39051  -0.46
C 1.18605 -2.38474 -0.88356  0.42
S -0.19732 -2.38984 -1.55168  0.04
C -0.89262 1.01842 0.88406  -0.73
C 0.09016 0.99909 -0.24464  0.44
O -0.18277 1.10331 -1.40635  -0.52
H -0.88960 2.01897 1.31562  0.24
H -0.59364 0.32025 1.66136  0.23
H -1.89624 0.79652 0.53191  0.23
H 1.14491 0.88639 0.08379  0.10

=====

Entry 7:
ORCA calculation (wB97M-V/def2-TZVPD) on a molecular structure, C3H4O2S2 in a non-equilibrium geometry.

Computed properties:
HOMO-LUMO gap: 8.19 eV
HOMO level: -9.7 eV

Last column: natural (NBO) charge in e.
Element x y z (Å)
C -2.19856 0.31943 -0.00016  -0.87
C 0.52998 0.41641 -0.05767  0.31
C 1.87140 -0.29189 0.01975  0.09
H -3.14924 -0.37759 -1.11144  0.23
H -1.60462 1.48292 -0.44713  0.31
H -2.84935 0.61237 1.23554  0.28
H 2.75550 -1.66729 0.13753  0.50
O 0.31061 1.63862 0.20726  -0.51
O 1.75666 -1.61576 0.28428  -0.64
S -0.78217 -0.84464 -0.12347  0.28
S 3.35979 0.32741 -0.14448  0.02

=====

Entry 8:
ORCA calculation (wB97M-V/def2-TZVPD) on 2 unconnected molecules or ions with the total composition C3H4O2S2 in a non-equilibrium geometry.

Computed properties:
SMILES: O=C(S)S.C=C=O
HOMO-LUMO gap: 9.89 eV
HOMO level: -9.4 eV

Last column: natural (NBO) charge in e.
Element x y z (Å)
O -1.67017 -1.00558 -1.62599  -0.57
C -1.71155 -0.64642 -0.49839  0.28
S -1.07188 0.97695 -0.02959  0.02
S -2.53964 -1.71361 0.71829  0.00
H -0.96591 0.89990 1.28899  0.14
H -2.70479 -2.53885 -0.21178  0.13
C 1.49707 -1.76329 -1.98724  -0.79
C 1.58309 -0.94139 -1.02052  0.71
O 1.44960 -0.35145 -0.01942  -0.48
H 2.31050 -1.96312 -2.65730  0.26
H 0.49701 -1.72455 -2.43030  0.29

=====

Entry 9:
ORCA calculation (wB97M-V/def2-TZVPD) on a single C3H4O2S2 molecule in a non-equilibrium geometry.

Computed properties:
2S+1: 3
HOMO-LUMO gap (alpha / beta): 8.89 / 8.00 eV
HOMO level (alpha / beta): -8.6 / -9.8 eV
<S²>: 2.03

Last column: natural (NBO) charge in e.
Element x y z (Å)
C 0.45068 0.57340 0.61362  -0.37
C 0.28787 1.05990 -0.65008  -0.50
C -0.86676 -1.72376 1.13976  -0.54
O 0.96857 -1.66431 -0.65972  -0.97
O 0.17134 2.50453 -2.66274  -0.81
S 0.75639 -1.31910 0.76368  1.24
S 0.33989 2.70302 -1.25396  1.05
H 0.05782 0.97214 1.60645  0.22
H 0.46869 0.34677 -1.49815  0.28
H -1.65066 -1.98169 0.47956  0.22
H -0.98383 -1.47089 2.12159  0.17

=====

Entry 10:
ORCA calculation (wB97M-V/def2-TZVPD) on a molecular structure, C3H4O2Sn in a non-equilibrium geometry.

Computed properties:
HOMO-LUMO gap: 6.98 eV
HOMO level: -7.7 eV

Last column: natural (NBO) charge in e.
Element x y z (Å)
C 1.05291 -1.02724 -0.20677  -0.79
C -0.12800 -0.96868 -0.82085  0.15
O -0.91592 0.23095 -0.72362  -0.59
C -1.76165 0.38189 0.26016  0.44
O -1.24280 1.31822 1.03162  -0.68
H 1.24255 -2.04393 0.16549  0.25
H -0.72085 -1.79693 -1.22288  0.19
H -1.87313 1.54350 1.72508  0.51
Sn 1.99870 0.61703 0.50316  0.82
H 2.34820 1.74520 -0.71139  -0.31

=====

Entry 11:
ORCA calculation (wB97M-V/def2-TZVPD) on a molecular structure, C3H4O3 in a non-equilibrium geometry.

Computed properties:
HOMO-LUMO gap: 10.14 eV
HOMO level: -10.0 eV

Last column: natural (NBO) charge in e.
Element x y z (Å)
O -1.40177 -0.67544 1.11043  -0.45
C -0.44071 -0.14548 0.38335  0.64
C -0.78180 -1.24661 -0.44571  -0.11
O 0.96757 -0.14540 0.61367  -0.53
C 0.92201 1.16319 0.08994  0.23
O -0.49815 1.19040 0.01787  -0.51
H -1.20584 -1.12114 -1.44582  0.21
H -0.24261 -2.16349 -0.23604  0.21
H 1.37019 1.27825 -0.90533  0.15
H 1.31111 1.86572 0.81763  0.16

=====

Entry 12:
ORCA calculation (wB97M-V/def2-TZVPD) on a single C3H4O3 molecule.

Computed properties:
SMILES: O=C1COCO1
HOMO-LUMO gap: 11.31 eV
HOMO level: -10.5 eV

Last column: natural (NBO) charge in e.
Element x y z (Å)
O 2.03009 -1.19939 -0.37199  -0.54
C 0.98430 -0.65460 -0.17175  0.76
C 0.67399 0.79189 0.18636  -0.20
O -0.60772 0.69948 0.77415  -0.50
C -1.23361 -0.31160 0.03672  0.22
O -0.22366 -1.26369 -0.28942  -0.49
H 0.65889 1.36184 -0.75538  0.19
H 1.37876 1.28895 0.84941  0.23
H -1.66120 0.09224 -0.89357  0.15
H -1.99982 -0.80512 0.63546  0.19

=====

What did we get for relative energy (zero: lowest compared OMol25 entry of this formula, charge and spin)? Answer: 2.027 3.857 2.236 1.303 0.518 0.122 5.307 1.565 1.268 0.094 4.180 0.876 eV, in the order shown.